{"formula": "H38O19", "method": "ωB97M-V/def2-TZVPD", "gap_ha": 0.379, "homo_ev": -10.825, "lumo_ev": -0.50, "symbols": ["O", "H", "H", "O", "H", "H", "O", "H", "H", "O", "H", "H", "O", "H", "H", "O", "H", "H", "O", "H", "H", "O", "H", "H", "O", "H", "H", "O", "H", "H", "O", "H", "H", "O", "H", "H", "O", "H", "H", "O", "H", "H", "O", "H", "H", "O", "H", "H", "O", "H", "H", "O", "H", "H", "O", "H", "H"], "positions_angstrom": [[3.35841, -2.97910, -0.52031], [3.89720, -3.33650, 0.18978], [3.60061, -3.55106, -1.25682], [-0.06634, -0.36149, -2.97787], [-0.80112, -0.00820, -2.46746], [0.22524, -1.08251, -2.37228], [-2.66807, 1.16400, 3.33115], [-2.25384, 1.94915, 3.70584], [-2.87634, 1.57291, 2.44728], [0.56497, -2.34305, -1.24505], [-0.30455, -2.49316, -0.86368], [1.25645, -2.13335, -0.61405], [-3.61583, 1.62305, -1.11568], [-3.06581, 0.82697, -1.10961], [-3.27665, 2.07277, -1.89728], [5.25374, -1.29783, 1.04730], [4.44683, -1.63376, 1.43629], [5.31178, -0.40210, 1.37351], [0.07744, 1.29431, 2.64145], [-0.67217, 0.89096, 3.08925], [0.94314, 1.21723, 3.01405], [-0.28317, 0.03152, 0.14632], [-0.05598, 0.53951, 0.93811], [0.14217, 0.36799, -0.64193], [-2.93907, -1.52867, 1.52670], [-2.99518, -0.71549, 2.05739], [-2.13222, -1.29719, 1.04943], [-3.60378, -2.42463, -1.81568], [-3.64931, -2.25588, -0.86714], [-2.74461, -2.82736, -1.97306], [-2.97388, 2.75783, 1.28057], [-3.10998, 2.28094, 0.42364], [-2.29169, 3.38588, 0.99360], [1.63962, -4.14488, 1.18972], [0.74714, -3.87043, 1.44779], [1.76924, -3.74464, 0.33100], [3.13252, 2.38925, -1.63074], [2.45503, 2.60793, -0.97999], [3.29189, 1.46523, -1.40227], [-1.34518, -4.32893, -0.35005], [-2.17526, -4.58945, -0.74825], [-0.54763, -4.77647, -0.63051], [1.07773, 4.46528, -1.48251], [1.74237, 3.86496, -1.76748], [1.46005, 4.66023, -0.61706], [3.29356, 2.08863, 1.30598], [4.15756, 1.84931, 0.95926], [3.41132, 2.92909, 1.75274], [-0.18630, 2.54615, -3.23454], [0.43151, 1.91107, -3.60118], [0.26470, 3.38790, -3.17951], [-1.52459, 3.68635, -0.65861], [-2.12909, 3.87772, -1.37805], [-0.63438, 3.85521, -1.00579], [-0.64772, -3.11017, 2.41739], [-1.03201, -3.87258, 1.96838], [-1.35043, -2.45043, 2.34052]], "forces_ev_per_angstrom": [[0.17, -0.14, -0.40], [0.03, 0.03, 0.29], [-0.13, 0.17, -0.24], [0.06, -0.15, 0.61], [-0.26, 0.32, -0.34], [0.21, 0.02, -0.53], [0.25, -0.01, -0.47], [-0.09, -0.05, 0.48], [0.00, -0.01, 0.29], [0.24, -0.40, -1.22], [0.26, 0.00, 0.80], [-0.35, 0.15, 0.48], [0.25, -0.46, -0.38], [-0.20, -0.12, 0.15], [-0.12, 0.14, -0.04], [0.21, -0.09, -0.17], [-0.32, -0.06, 0.13], [0.13, 0.26, 0.20], [-0.38, 0.78, -1.58], [0.10, -0.29, 0.63], [0.28, -0.55, 0.83], [-0.69, -0.77, 0.04], [0.22, 0.48, 0.02], [0.26, 0.39, 0.06], [0.55, 0.71, 0.09], [-0.56, -0.23, 0.33], [0.20, -0.15, -0.61], [-0.01, -0.01, 0.02], [0.03, 0.00, 0.09], [0.06, 0.12, 0.02], [-0.14, -0.25, -0.60], [-0.26, 0.42, 0.59], [-0.05, -0.16, 0.23], [-0.38, -0.41, 0.19], [0.35, 0.26, 0.33], [0.29, 0.02, -0.30], [-0.22, -0.09, 0.16], [0.20, -0.27, 0.35], [0.13, -0.06, -0.34], [-0.11, 1.24, 0.98], [0.29, -0.70, -0.38], [-0.27, -0.56, -0.54], [-0.19, 0.70, 1.09], [0.81, -0.90, -1.39], [-0.49, 0.65, 0.19], [-0.27, -0.24, 0.05], [0.07, 0.17, -0.04], [0.14, 0.12, 0.09], [-0.45, -0.01, 0.11], [0.14, -0.27, -0.05], [0.12, 0.14, -0.17], [0.38, 0.27, -0.10], [0.04, 0.14, -0.06], [-0.10, -0.04, -0.10], [-0.04, -0.15, -0.02], [-0.28, -0.05, 0.05], [-0.10, -0.06, 0.12]], "mulliken_charge": [-0.569, 0.307, 0.258, -0.625, 0.269, 0.361, -0.764, 0.261, 0.512, -0.644, 0.317, 0.256, -0.703, 0.332, 0.313, -0.599, 0.323, 0.269, -0.645, 0.379, 0.243, -0.255, 0.273, 0.105, -0.692, 0.341, 0.229, -0.627, 0.337, 0.287, -0.688, 0.411, 0.335, -0.676, 0.385, 0.417, -0.658, 0.304, 0.301, -0.562, 0.253, 0.303, -0.676, 0.344, 0.285, -0.583, 0.293, 0.299, -0.558, 0.304, 0.291, -0.570, 0.258, 0.341, -0.698, 0.326, 0.371]}

{"formula": "C11H14N2", "method": "ωB97M-V/def2-TZVPD", "spin_multiplicity": 2, "gap_ha": [0.099, 0.290], "total_charge": -1, "homo_ev": [1.001, -4.255], "lumo_ev": [3.70, 3.62], "symbols": ["C", "C", "C", "C", "C", "C", "C", "H", "H", "H", "H", "H", "H", "H", "H", "C", "C", "C", "C", "N", "N", "H", "H", "H", "H", "H", "H"], "positions_angstrom": [[2.77967, -1.55694, -1.65542], [-0.55380, 0.13308, -2.19191], [0.78851, -0.18822, -2.25122], [-1.43848, -0.61715, -1.35008], [1.27564, -1.33381, -1.58032], [-0.88594, -1.58319, -0.53983], [0.47742, -1.91132, -0.55141], [-0.90004, 1.08328, -2.59058], [1.48317, 0.53920, -2.65774], [-2.50117, -0.41270, -1.28413], [-1.47866, -2.12862, 0.18261], [3.27402, -1.49154, -0.68108], [3.21612, -0.74328, -2.22768], [0.82739, -2.62564, 0.18430], [3.03728, -2.50880, -2.12407], [1.63346, 1.11161, 1.24780], [-0.56992, 0.19650, 2.07186], [0.15726, 1.17083, 1.43303], [-1.87019, 1.88495, 1.63815], [-1.83146, 0.63105, 2.20523], [-0.68596, 2.22441, 1.20841], [-0.07463, -0.71244, 2.38135], [-2.65702, 0.14842, 2.50786], [1.97248, 1.62017, 0.35163], [1.99457, 0.09095, 1.32075], [-2.61240, 2.66577, 1.65523], [2.06069, 1.71913, 2.05937]], "forces_ev_per_angstrom": [[-0.71, 0.01, -0.04], [-0.35, 0.53, 0.61], [-0.77, -0.58, 0.81], [0.29, -0.17, -0.42], [1.43, 0.92, 0.40], [0.59, -0.39, 0.27], [-0.82, 0.06, -0.85], [0.01, -0.09, -0.19], [0.09, -0.25, -0.50], [0.03, 0.13, -0.12], [-0.40, 0.07, 0.17], [-0.07, -0.29, 0.38], [0.16, -0.01, -0.39], [0.34, -0.11, -0.20], [0.18, 0.00, 0.07], [-0.14, 1.23, 0.46], [2.26, -0.43, -0.42], [-1.12, -0.65, 0.77], [1.07, 0.21, 0.05], [-1.47, 1.21, -0.14], [0.73, 0.64, -0.61], [-0.93, -0.33, 0.16], [0.17, -0.36, 0.14], [-0.08, -0.31, -0.43], [0.07, -0.07, -0.18], [-0.78, -0.70, 0.17], [0.22, -0.29, 0.02]], "mulliken_charge": [-1.297, -0.161, -0.990, -0.945, 1.193, -0.389, -1.180, 0.374, 0.114, 0.437, 0.558, 0.327, 0.382, 0.523, 0.326, -1.502, -1.531, 1.453, -0.432, 0.158, -0.827, 0.677, 0.252, 0.160, 0.304, 0.476, 0.541]}

ΔE to the lowest compared entry with this formula, charge and spin? In order: 64.3 11.4 kcal per mole.